1.
Density functional theory data (ωB97M-V/def2-TZVPD) for 20 unconnected molecules or ions with the total composition C24H64Cl24O8 at a distorted geometry.

2S+1	1
HOMO energy	-10.0535	eV
gap between HOMO and LUMO	9.84	eV
largest force on an atom	0.049	Eh/bohr
calculated total energy	-12599.37868	Eh
molecular weight	1331.64	u

Geometry as XYZ:
```
120
C24H64Cl24O8 (ωB97M-V/def2-TZVPD)
Cl 2.7351 4.5097 3.1631
C 2.5141 5.2706 1.5878
C 3.5725 4.6955 0.5677
Cl 3.1355 2.9961 0.0883
H 2.6057 6.3352 1.8031
H 1.4994 5.0557 1.2530
H 4.5050 4.5539 1.1141
H 3.7533 5.2605 -0.3467
Cl -4.9053 -0.1582 -2.7434
C -6.1780 1.1689 -2.6974
C -5.8806 2.1838 -1.6177
Cl -6.0234 1.5348 0.0187
H -7.2007 0.7993 -2.7717
H -6.0430 1.6800 -3.6506
H -6.4845 3.0912 -1.6131
H -4.8695 2.5481 -1.7998
Cl -1.4027 1.8784 -3.1102
C -0.6502 1.9973 -4.6452
C 0.9486 1.8675 -4.6415
Cl 1.8682 3.2194 -3.9051
H -0.9390 2.8897 -5.2005
H -1.1337 1.1807 -5.1815
H 1.3055 1.8655 -5.6714
H 1.3103 0.9548 -4.1678
Cl 5.1436 2.1665 -4.3300
C 5.7977 2.0263 -2.6663
C 5.8251 0.5481 -2.1607
Cl 6.9022 -0.6457 -3.0264
H 5.1933 2.6710 -2.0283
H 6.7718 2.5128 -2.6145
H 4.8207 0.1415 -2.0427
H 6.1484 0.5766 -1.1201
Cl -1.8022 -1.9440 4.8149
C -1.4742 -3.5808 5.3819
C -1.8490 -3.7199 6.8570
Cl -3.6153 -4.0542 7.0312
H -0.4816 -3.9227 5.0886
H -2.1209 -4.2632 4.8305
H -1.5031 -2.8813 7.4614
H -1.3640 -4.5492 7.3720
Cl 4.1257 -1.7731 5.3485
C 4.1685 -0.5537 4.0388
C 3.1413 -0.9826 2.9704
Cl 1.4528 -1.2261 3.5437
H 5.2105 -0.6316 3.7287
H 3.9587 0.4189 4.4839
H 3.4508 -1.9341 2.5379
H 3.0293 -0.2443 2.1764
Cl -5.9511 -2.1762 1.3830
C -4.3223 -2.0273 2.0762
C -3.5214 -3.2273 1.5564
Cl -3.2431 -3.0208 -0.1754
H -4.4650 -2.0645 3.1562
H -3.8452 -1.0576 1.9342
H -4.0670 -4.1600 1.7000
H -2.5235 -3.3025 1.9883
Cl 4.5315 -5.7868 -2.4613
C 5.8424 -4.5615 -2.4124
C 6.0976 -3.9465 -0.9878
Cl 4.9639 -2.6754 -0.5715
H 5.6402 -3.7359 -3.0946
H 6.7790 -4.9743 -2.7873
H 7.0479 -3.4196 -0.9019
H 6.0288 -4.7412 -0.2450
Cl -0.4375 -1.0426 -7.1151
C 1.0800 -1.7330 -7.8411
C 2.3715 -0.9380 -7.4708
Cl 2.7845 -1.1161 -5.7300
H 0.9268 -1.7416 -8.9203
H 1.1533 -2.7147 -7.3732
H 2.1829 0.1001 -7.7443
H 3.2111 -1.2688 -8.0822
Cl 2.4553 -5.3248 1.5045
C 1.2566 -4.5405 2.6392
C 0.2310 -3.8524 1.8507
Cl -0.7612 -5.0222 1.0574
H 1.8060 -3.9292 3.3552
H 0.8095 -5.2817 3.3017
H 0.5185 -3.0843 1.1328
H -0.4551 -3.3068 2.4986
Cl -1.9156 0.5484 0.5814
C -0.1716 0.4954 0.3126
C 0.2151 -0.5814 -0.7591
Cl 1.9148 -1.2382 -0.5181
H 0.2840 0.2636 1.2753
H 0.2135 1.4853 0.0677
H 0.0578 -0.1622 -1.7529
H -0.5709 -1.3307 -0.6647
Cl -0.5171 -2.3970 -3.5188
C -2.2876 -2.4817 -3.5145
C -2.7140 -2.7367 -4.9998
Cl -4.4542 -3.1417 -4.9650
H -2.7299 -1.5967 -3.0570
H -2.5326 -3.2796 -2.8135
H -2.1409 -3.5747 -5.3965
H -2.5342 -1.8858 -5.6568
O -3.1627 1.2339 5.3452
H -4.0826 1.0031 5.4741
H -2.7392 1.0028 6.1719
O -0.8950 4.7222 3.8080
H -1.8457 4.7010 3.9172
H -0.6209 3.8113 3.9139
O -0.5885 6.4632 1.4183
H -0.8037 5.8832 0.6878
H -0.9357 6.0160 2.1901
O 1.4592 5.8699 -1.7107
H 1.4293 4.9134 -1.7308
H 0.8054 6.1441 -2.3538
O -2.1203 4.0667 0.5191
H -2.3416 3.2528 0.9717
H -2.9638 4.4231 0.2402
O -0.4168 1.1746 4.6808
H -0.1808 0.3227 5.0480
H -1.3697 1.1436 4.5956
O -7.2756 0.6360 2.4940
H -6.7114 0.3311 1.7835
H -6.8471 1.4285 2.8174
O -3.5546 3.9631 4.4926
H -4.0418 4.2247 5.2739
H -3.4117 3.0230 4.6024
```


2.
Density functional theory data (ωB97M-V/def2-TZVPD) for C5H9ClO in the gas phase at a distorted geometry.

2S+1	1
HOMO energy	-10.4090	eV
ΔE to the lowest compared entry with this formula, charge and spin	101.1	kJ/mol
structure (SMILES)	CC(C)(C)C(=O)Cl
gap between HOMO and LUMO	11.16	eV
largest force on an atom	0.092	Eh/bohr
calculated total energy	-731.31740	Eh
molecular weight	120.58	u

Geometry as XYZ:
```
16
C5H9ClO (ωB97M-V/def2-TZVPD)
C -0.6221 -0.6376 1.1689
C 0.0208 -0.0242 0.0125
C -0.3768 -0.7356 -1.3627
C 1.5397 0.1175 0.2900
C -0.7709 1.3785 -0.1064
O -1.9171 1.3767 -0.3780
Cl 0.1486 2.8641 -0.0580
H -0.3213 -1.6306 1.3005
H -1.7176 -0.4233 0.8975
H -0.4695 0.0008 2.1426
H -0.3063 -1.8326 -1.4743
H 0.2711 -0.2454 -2.0518
H -1.4052 -0.5471 -1.5281
H 1.8512 -0.6787 0.9531
H 2.1440 -0.0045 -0.5483
H 1.9314 1.0220 0.7425
```


3.
Density functional theory data (ωB97M-V/def2-TZVPD) for a molecular structure, C10H18O at a distorted geometry.

2S+1	1
HOMO energy	-8.6139	eV
ΔE to the lowest compared entry with this formula, charge and spin	932.7	kJ/mol
gap between HOMO and LUMO	9.29	eV
largest force on an atom	0.152	Eh/bohr
calculated total energy	-466.70700	Eh
molecular weight	154.25	u

Geometry as XYZ:
```
29
C10H18O (ωB97M-V/def2-TZVPD)
C 2.9261 -0.0664 -0.1701
C 1.7843 -0.2991 0.7945
C 0.7409 -1.3150 0.2461
C 0.0558 -0.9943 -0.9707
C -0.7519 0.2429 -0.7970
C 0.2026 1.1933 -0.3462
C 0.8654 1.0313 1.1403
C -2.0781 0.0729 0.0840
C -2.5297 -1.3822 0.0355
C -2.3774 1.1065 0.9267
H 3.6616 0.7806 0.2799
H 2.3344 0.3946 -1.1006
H 3.6335 -0.9377 -0.4630
H 2.2716 -0.7246 1.7235
H 0.1308 -1.6038 1.2114
H 1.2666 -2.2158 -0.1088
H -0.2438 -2.0151 -1.3856
H 0.5600 -0.7500 -1.8192
H -1.3822 0.5950 -1.6836
H 0.8079 1.1422 -1.1646
H -0.5561 2.8821 -1.4860
H 1.4723 1.9689 1.2920
H 0.1974 0.7180 2.0532
H -3.5442 -1.0118 -0.9170
H -1.3912 -2.3111 -0.3997
H -3.1179 -2.0842 1.0599
H -2.9841 0.9224 1.9699
H -1.7012 1.9234 0.5949
O -0.2536 2.7370 -0.5997
```


4.
Density functional theory data (ωB97M-V/def2-TZVPD) for 6 unconnected molecules or ions with the total composition C33H58Br2N2O20PSi at a distorted geometry.

2S+1	1
HOMO energy	-12.0410	eV
net charge	+1
gap between HOMO and LUMO	8.73	eV
largest force on an atom	0.042	Eh/bohr
calculated total energy	-8685.31565	Eh
molecular weight	1021.69	u

Geometry as XYZ:
```
117
C33H58Br2N2O20PSi (ωB97M-V/def2-TZVPD)
C -0.0011 2.4050 3.6433
C 0.9055 1.7124 2.6385
Br 1.9544 0.3004 3.4845
C 0.2560 1.1846 1.3388
Br -1.6734 0.9743 1.4314
C 0.6842 1.9763 0.1102
C 2.1840 1.7179 -0.1689
C 2.8950 2.8257 -0.9015
C 4.4029 2.6704 -1.0793
C 5.1330 1.9041 0.0218
O 5.2433 0.5547 -0.3778
Si 6.1500 -0.4722 0.6204
C 7.6400 0.3477 1.4306
C 6.8026 -1.8173 -0.5271
C 5.0740 -1.3478 1.8993
N 2.5831 4.1423 -0.2518
C 1.1428 4.4973 -0.3610
O 0.7352 4.6990 -1.7009
N 1.6868 5.4889 -2.4051
O 1.6401 5.2672 -3.5347
P 0.8600 6.1192 0.6572
O 0.1603 6.9945 -0.5135
O 2.3727 6.7311 0.8471
C 0.2381 3.4577 0.2576
H -0.3772 1.7119 4.3860
H -0.7904 2.9736 3.1716
H 0.6066 3.1235 4.1880
H 1.6479 2.4404 2.3335
H 0.6434 0.1873 1.1799
H 0.1355 1.5729 -0.7326
H 2.6703 1.4187 0.7566
H 2.2397 0.8547 -0.8224
H 2.4620 2.8592 -1.8967
H 4.8009 3.6824 -1.0971
H 4.6612 2.2107 -2.0249
H 6.1029 2.3812 0.1532
H 4.6342 2.0008 0.9931
H 8.4966 -0.2913 1.2358
H 7.5203 0.3524 2.5095
H 7.9019 1.3306 1.0528
H 7.6293 -1.4240 -1.1118
H 7.0718 -2.7029 0.0340
H 6.0060 -2.0506 -1.2320
H 5.4236 -2.3758 1.9391
H 5.1938 -0.9373 2.8976
H 4.0317 -1.3989 1.6010
H 2.7735 4.0179 0.7497
H 3.2208 4.8999 -0.5410
H -0.0299 7.8881 -0.1806
H 2.7467 7.1158 0.0296
H 0.0518 3.7614 1.2837
H -0.7103 3.5522 -0.2581
C 6.1393 9.0857 2.6513
C 5.8047 7.6394 2.3943
C 6.9822 6.6950 2.3964
O 6.5154 5.6446 1.5227
C 5.6302 6.1926 0.6817
O 5.1913 5.6339 -0.2908
O 5.3033 7.4377 1.0499
H 6.9245 9.4299 1.9772
H 5.2671 9.7151 2.4796
H 6.4721 9.2228 3.6791
H 5.0287 7.3026 3.0868
H 7.2192 6.2992 3.3797
H 7.8791 7.1323 1.9555
C -3.2068 -3.6133 3.9419
C -2.5962 -2.5850 4.8594
C -1.5646 -1.6893 4.2181
O -0.7425 -1.3257 5.3355
C -0.8302 -2.3328 6.2481
O -0.1366 -2.4315 7.2058
O -1.8115 -3.2003 5.9006
H -2.4280 -4.1923 3.4406
H -3.8178 -4.3155 4.5024
H -3.8301 -3.1340 3.1935
H -3.3829 -1.9975 5.3416
H -1.9881 -0.8016 3.7552
H -0.9427 -2.2159 3.4888
C -3.4745 -5.9093 -1.2119
C -4.7394 -5.5798 -0.4640
C -5.2352 -4.1699 -0.6719
O -5.9557 -3.9190 0.5438
C -5.4056 -4.7043 1.5085
O -5.6449 -4.6093 2.6687
O -4.5406 -5.5923 0.9644
H -2.6936 -5.1750 -1.0112
H -3.0864 -6.8796 -0.9074
H -3.6654 -5.9334 -2.2814
H -5.5204 -6.3102 -0.6932
H -5.8900 -4.0672 -1.5349
H -4.4205 -3.4453 -0.7459
C -4.6640 -7.7555 -6.5071
C -4.0392 -6.7221 -5.6048
C -3.1215 -5.7472 -6.3021
O -2.2259 -5.3723 -5.2443
C -2.1807 -6.4026 -4.3660
O -1.4231 -6.4811 -3.4532
O -3.1364 -7.3209 -4.6539
H -3.9025 -8.2692 -7.0956
H -5.1807 -8.5131 -5.9189
H -5.3791 -7.2892 -7.1839
H -4.8134 -6.1989 -5.0364
H -3.6380 -4.8750 -6.6946
H -2.5379 -6.2145 -7.0986
C -9.4425 -1.4593 -2.2047
C -8.0187 -1.9183 -2.3886
C -7.0387 -0.8377 -2.7778
O -6.0377 -1.5835 -3.4888
C -6.6455 -2.6773 -4.0138
O -6.1497 -3.4141 -4.8046
O -7.8955 -2.8150 -3.5100
H -9.7892 -0.9085 -3.0801
H -10.1050 -2.3146 -2.0784
H -9.5279 -0.8185 -1.3277
H -7.6780 -2.4533 -1.4968
H -6.6007 -0.3260 -1.9244
H -7.4698 -0.1020 -3.4602
```